62
Properties=species:S:1:pos:R:3 method="wB97M-V/def2-TZVPD" largest_force_ha_per_bohr=0.0184 gap_ev=8.86 de_lowest_ev=0.0000 energy_ha=-1941.0555 homo_ev=-8.5
C -1.750 -0.509 1.286
O -2.444 0.673 0.950
C -1.781 1.755 0.447
C -2.576 2.825 -0.016
N -3.945 2.771 -0.040
C -4.729 1.626 -0.017
C -5.826 1.546 0.839
C -6.563 0.375 0.890
C -6.167 -0.658 0.063
S -6.979 -2.266 0.163
C -6.797 -2.954 -1.503
O -6.233 -3.077 1.089
O -8.374 -2.055 0.450
N -5.186 -0.571 -0.812
C -4.474 0.543 -0.885
C -3.450 0.604 -1.972
N -2.045 3.988 -0.399
C -0.735 4.079 -0.388
N 0.107 3.126 -0.045
C -0.395 1.972 0.384
O 0.458 1.012 0.786
C 1.853 1.309 0.719
C 2.384 1.160 -0.708
C 3.899 1.363 -0.716
N 4.538 0.452 0.208
C 5.285 -0.574 -0.271
O 5.559 -0.701 -1.443
O 5.696 -1.391 0.721
C 6.563 -2.494 0.406
C 5.879 -3.505 -0.510
C 7.896 -2.019 -0.160
C 4.081 0.568 1.572
C 2.570 0.333 1.649
H -2.529 -1.224 1.549
H -1.173 -0.892 0.441
H -1.084 -0.358 2.138
H -4.401 3.669 0.036
H -6.077 2.387 1.468
H -7.411 0.245 1.541
H -7.447 -2.398 -2.163
H -7.079 -3.999 -1.465
H -5.757 -2.837 -1.776
H -3.354 1.618 -2.354
H -3.749 -0.066 -2.774
H -2.474 0.283 -1.614
H -0.303 5.019 -0.698
H 2.005 2.343 1.054
H 1.906 1.896 -1.355
H 2.145 0.159 -1.074
H 4.309 1.171 -1.708
H 4.136 2.390 -0.419
H 6.724 -2.946 1.394
H 5.716 -3.065 -1.490
H 6.509 -4.384 -0.613
H 4.921 -3.804 -0.090
H 8.574 -2.864 -0.250
H 8.341 -1.278 0.499
H 7.747 -1.576 -1.141
H 4.612 -0.155 2.188
H 4.312 1.579 1.928
H 2.222 0.468 2.673
H 2.338 -0.686 1.337

***

62
Properties=species:S:1:pos:R:3 method="wB97M-V/def2-TZVPD" largest_force_ha_per_bohr=0.1618 gap_ev=7.24 energy_ha=-1699.7538 homo_ev=-8.5
C -1.325 3.275 4.834
C 0.136 3.176 4.054
C 0.113 3.802 2.529
N 0.036 2.743 1.430
C 1.352 2.020 1.244
C 1.275 0.507 1.200
C 2.728 -0.266 0.981
O 2.799 -1.401 0.274
C 4.136 0.384 1.594
C 4.161 1.900 1.630
C 2.827 2.745 1.093
O 2.966 3.983 0.589
H -1.222 3.915 5.836
H -1.641 2.189 5.203
H -2.200 3.653 4.153
H 0.877 3.842 4.678
H 0.498 2.063 4.008
H -0.903 4.416 2.445
H 0.983 4.576 2.383
H -0.623 2.021 1.811
H 0.247 -0.088 1.321
H 5.023 -0.294 1.958
H 5.130 2.444 2.015
C 9.056 -0.094 -2.250
C 8.613 -0.017 -0.802
C 7.162 0.325 -0.644
O 7.133 0.992 0.604
C 8.369 1.548 0.776
O 8.642 2.374 1.629
O 9.259 1.058 -0.140
H 10.087 -0.457 -2.309
H 8.418 -0.769 -2.828
H 9.047 0.896 -2.718
H 8.865 -0.947 -0.276
H 6.527 -0.567 -0.619
H 6.786 1.007 -1.413
C -2.614 -1.341 -1.854
C -3.057 -1.264 -0.407
C -4.508 -0.922 -0.248
O -4.537 -0.254 1.000
C -3.300 0.302 1.171
O -3.028 1.128 2.024
O -2.411 -0.189 0.255
H -1.582 -1.704 -1.914
H -3.252 -2.015 -2.433
H -2.623 -0.350 -2.323
H -2.805 -2.193 0.119
H -5.142 -1.813 -0.224
H -4.883 -0.239 -1.018
C -7.149 -3.212 -4.743
C -6.965 -3.956 -3.435
C -7.955 -3.557 -2.382
O -7.241 -3.783 -1.181
C -5.916 -3.645 -1.484
O -5.025 -3.556 -0.659
O -5.724 -3.616 -2.838
H -6.479 -3.622 -5.506
H -8.177 -3.291 -5.107
H -6.887 -2.154 -4.635
H -6.978 -5.039 -3.607
H -8.861 -4.169 -2.413
H -8.238 -2.500 -2.426

***

57
Properties=species:S:1:pos:R:3 method="wB97M-V/def2-TZVPD" charge=+2 largest_force_ha_per_bohr=0.0391 gap_ev="7.09 / 6.35" spin_multiplicity=2 energy_ha=-1526.6823 homo_ev="-15.0 / -15.0"
Tc -0.016 0.213 0.408
C -0.775 -4.605 0.162
C 0.240 -3.446 0.154
C 1.501 -3.831 0.924
C -0.468 -2.224 0.689
C -0.143 -1.622 1.923
C -0.930 -0.593 2.462
C -2.018 -0.045 1.784
C -2.917 0.974 2.414
C -2.250 -0.554 0.471
C -1.531 -1.638 -0.026
H -0.299 -5.498 -0.241
H -1.659 -4.395 -0.445
H -1.102 -4.828 1.181
H 0.496 -3.236 -0.891
H 1.261 -4.172 1.935
H 2.221 -3.018 1.002
H 1.991 -4.663 0.420
H 0.713 -1.967 2.488
H -0.649 -0.197 3.428
H -2.959 1.906 1.849
H -2.624 1.186 3.440
H -3.935 0.578 2.421
H -3.035 -0.109 -0.132
H -1.744 -1.996 -1.027
C 4.036 -0.981 -0.464
C 2.642 -0.602 -0.820
O 1.828 -0.579 0.151
C 2.227 -0.334 -2.165
C 3.136 -0.496 -3.228
C 2.714 -0.377 -4.530
C 1.369 -0.099 -4.788
C 0.459 0.090 -3.757
C 0.897 -0.013 -2.456
O -0.044 0.256 -1.487
H 4.112 -1.155 0.604
H 4.710 -0.168 -0.744
H 4.350 -1.871 -1.013
H 4.175 -0.722 -3.022
H 3.415 -0.499 -5.344
H 1.027 -0.024 -5.814
H -0.579 0.326 -3.956
C -0.369 3.031 -1.486
S -1.080 2.376 0.031
C -0.462 3.583 1.211
H 0.717 2.985 -1.452
H -0.704 4.066 -1.557
H -0.758 2.460 -2.320
H -0.940 4.530 0.963
H 0.619 3.665 1.152
H -0.760 3.271 2.209
B 2.988 2.468 3.080
C 1.868 1.763 2.313
N 1.020 1.225 1.718
H 3.004 3.605 2.631
H 2.662 2.431 4.255
H 3.984 1.805 2.842

***

64
Properties=species:S:1:pos:R:3 method="wB97M-V/def2-TZVPD" charge=-2 largest_force_ha_per_bohr=0.0354 gap_ev="4.73 / 4.73" de_lowest_ev=0.7524 spin_multiplicity=2 energy_ha=-13503.0912 homo_ev="-0.4 / -0.4"
Tc -0.408 1.040 0.682
Se -1.793 -0.529 2.760
Se -2.336 0.584 4.724
Se -1.393 2.779 4.527
Se -0.722 3.194 2.309
C -3.822 0.273 -0.038
C -5.047 -0.408 -0.691
N -4.639 -1.433 -1.659
C -3.810 -0.790 -2.682
C -2.575 -0.099 -2.052
N -2.563 -0.283 -0.590
C -2.556 -1.739 -0.339
C -3.807 -2.411 -0.957
H -3.796 0.120 1.039
H -3.801 1.344 -0.225
H -5.669 0.321 -1.217
H -5.673 -0.892 0.063
H -4.431 -0.061 -3.210
H -3.513 -1.555 -3.407
H -2.565 0.972 -2.249
H -1.645 -0.520 -2.446
H -2.526 -1.892 0.740
H -1.650 -2.162 -0.774
H -4.416 -2.887 -0.184
H -3.518 -3.186 -1.673
N 0.388 -3.747 2.793
C 0.987 -4.133 1.646
O 1.494 -5.241 1.505
C 0.987 -3.133 0.530
C 1.396 -3.501 -0.745
C 1.333 -2.556 -1.752
C 0.834 -1.288 -1.465
N 0.444 -0.934 -0.245
C 0.561 -1.835 0.733
H 0.365 -4.418 3.541
H -0.119 -2.875 2.913
H 1.749 -4.510 -0.916
H 1.652 -2.785 -2.760
H 0.757 -0.529 -2.230
H 0.281 -1.465 1.711
O 0.882 0.677 1.711
Br -1.901 2.980 -0.784
C 4.546 2.708 2.626
N 4.045 2.249 1.348
C 3.987 0.796 1.329
C 2.720 2.842 1.091
C 2.249 2.575 -0.324
C 3.120 3.025 -1.326
C 2.847 2.864 -2.670
C 1.653 2.249 -3.029
C 0.784 1.823 -2.039
C 1.037 1.950 -0.661
H 5.537 2.283 2.811
H 3.889 2.426 3.468
H 4.633 3.797 2.621
H 4.997 0.392 1.453
H 3.590 0.460 0.370
H 3.334 0.391 2.115
H 2.831 3.924 1.222
H 1.980 2.509 1.819
H 4.045 3.501 -1.014
H 3.541 3.224 -3.423
H 1.387 2.123 -4.075
H -0.167 1.403 -2.353

***

63
Properties=species:S:1:pos:R:3 method="wB97M-V/def2-TZVPD" largest_force_ha_per_bohr=0.0084 gap_ev="6.92 / 7.13" de_lowest_ev=0.0000 spin_multiplicity=2 energy_ha=-3600.8534 homo_ev="-7.5 / -7.8"
Ti -0.260 -1.126 -0.821
C 2.852 -2.821 1.878
C 1.643 -2.534 1.051
N 1.430 -1.428 0.435
N 2.352 -0.417 0.487
C 1.904 0.579 -0.233
O 0.745 0.561 -0.822
C 2.762 1.768 -0.407
C 2.217 2.921 -0.961
C 2.997 4.056 -1.111
C 4.327 4.041 -0.712
C 4.876 2.888 -0.165
C 4.097 1.753 -0.011
C 0.586 -3.525 0.843
C 0.561 -4.765 1.468
C -0.477 -5.637 1.200
C -1.475 -5.254 0.315
C -1.395 -4.000 -0.257
N -0.396 -3.155 -0.004
H 3.588 -2.039 1.722
H 3.281 -3.786 1.604
H 2.593 -2.854 2.940
H 1.178 2.916 -1.261
H 2.569 4.954 -1.536
H 4.937 4.927 -0.828
H 5.915 2.873 0.139
H 4.511 0.844 0.406
H 1.350 -5.036 2.156
H -0.510 -6.608 1.676
H -2.301 -5.908 0.077
H -2.159 -3.648 -0.939
Cl 2.197 -2.829 -2.361
C 0.599 -2.010 -2.587
H -0.060 -2.753 -3.045
H 0.758 -1.229 -3.333
C -1.743 3.641 -0.163
C -2.953 2.791 -0.474
O -2.538 1.707 -1.329
P -2.846 0.189 -0.957
O -1.982 -0.629 -1.909
Te -2.303 -0.367 1.264
O -4.395 -0.007 -1.251
C -4.858 0.140 -2.620
C -4.946 -1.211 -3.294
H -2.027 4.468 0.490
H -1.316 4.051 -1.079
H -0.984 3.036 0.334
H -3.721 3.351 -1.009
H -3.389 2.393 0.445
H -4.191 0.812 -3.162
H -5.835 0.613 -2.543
H -3.957 -1.661 -3.365
H -5.351 -1.097 -4.300
H -5.600 -1.874 -2.727
C -0.469 2.486 3.575
S 0.886 2.615 2.394
C 2.064 1.523 3.210
H -0.789 1.450 3.676
H -1.300 3.067 3.177
H -0.179 2.890 4.545
H 2.349 1.920 4.184
H 2.939 1.460 2.567
H 1.640 0.524 3.318

***

60
Properties=species:S:1:pos:R:3 method="wB97M-V/def2-TZVPD" largest_force_ha_per_bohr=0.0184 gap_ev=8.65 de_lowest_ev=1.8628 energy_ha=-2141.8393 homo_ev=-8.2
C -4.293 -1.913 1.273
C -5.658 -1.540 1.841
N -6.281 -0.449 1.112
C -7.730 -0.457 1.234
C -8.363 -1.384 0.200
C -5.687 0.845 1.387
C -5.821 1.787 0.187
C -5.125 1.223 -1.049
N -3.695 1.173 -0.865
C -2.954 0.111 -1.230
O -3.434 -0.875 -1.764
C -1.489 0.173 -0.917
C -0.817 -1.041 -1.043
C 0.532 -1.155 -0.800
Cl 1.311 -2.698 -0.967
C 1.280 -0.035 -0.421
N 2.636 -0.186 -0.187
C 3.563 0.763 0.141
O 3.300 1.948 0.257
C 4.923 0.229 0.350
C 5.996 1.044 0.467
C 5.935 2.531 0.310
O 7.275 0.665 0.704
C 7.561 -0.675 1.034
C 6.859 -1.651 0.106
S 5.079 -1.550 0.436
C 0.619 1.182 -0.297
C -0.745 1.304 -0.534
O -1.390 2.501 -0.413
C -0.639 3.659 -0.113
H -3.962 -2.856 1.701
H -3.539 -1.160 1.496
H -4.358 -2.017 0.194
H -5.567 -1.307 2.919
H -6.312 -2.408 1.748
H -8.046 -0.756 2.249
H -8.102 0.556 1.065
H -8.050 -2.412 0.353
H -9.448 -1.338 0.271
H -8.059 -1.081 -0.797
H -6.131 1.322 2.280
H -4.625 0.696 1.585
H -5.389 2.756 0.446
H -6.873 1.942 -0.053
H -5.368 1.838 -1.925
H -5.461 0.199 -1.226
H -3.240 1.985 -0.481
H -1.401 -1.897 -1.347
H 2.959 -1.142 -0.303
H 5.385 2.809 -0.584
H 6.952 2.911 0.264
H 5.416 2.975 1.157
H 8.647 -0.764 0.947
H 7.267 -0.877 2.072
H 7.160 -2.677 0.303
H 7.040 -1.397 -0.938
H 1.210 2.033 -0.010
H -1.357 4.478 -0.119
H 0.130 3.844 -0.867
H -0.174 3.591 0.874

***

71
Properties=species:S:1:pos:R:3 method="wB97M-V/def2-TZVPD" largest_force_ha_per_bohr=0.0385 gap_ev="7.99 / 6.65" spin_multiplicity=5 energy_ha=-2814.6613 homo_ev="-7.6 / -8.2"
Ir -0.222 -0.662 -0.050
C -2.632 0.459 -1.483
C -3.831 1.383 -1.856
N -4.014 2.374 -0.819
C -4.225 1.728 0.457
C -2.964 0.897 0.828
N -2.010 0.964 -0.270
C -1.591 2.341 -0.467
C -2.847 3.222 -0.743
H -1.894 0.444 -2.285
H -2.970 -0.559 -1.294
H -4.753 0.808 -1.957
H -3.651 1.902 -2.799
H -5.113 1.096 0.392
H -4.409 2.497 1.208
H -3.215 -0.148 1.001
H -2.497 1.304 1.722
H -0.901 2.371 -1.311
H -1.086 2.677 0.441
H -2.748 3.771 -1.682
H -2.993 3.948 0.058
C 1.742 3.799 -0.016
S 1.557 2.090 0.671
O 1.159 1.283 -0.528
C 3.346 1.852 0.858
C 4.120 1.537 -0.245
C 5.492 1.412 -0.098
C 6.071 1.586 1.150
C 5.284 1.859 2.257
C 3.911 1.994 2.114
H 2.616 3.851 -0.654
H 1.838 4.479 0.823
H 0.848 4.036 -0.579
H 3.635 1.374 -1.197
H 6.108 1.177 -0.951
H 7.141 1.494 1.269
H 5.741 1.954 3.232
H 3.282 2.206 2.967
C 1.823 -1.349 0.834
H 1.767 -2.422 0.944
H 2.017 -0.865 1.783
H 2.558 -1.071 0.087
F -0.883 0.123 5.186
C 0.068 0.748 4.475
F 0.337 1.895 5.110
F 1.180 -0.007 4.570
C -0.342 0.965 2.963
O -0.498 2.120 2.599
O -0.439 -0.108 2.341
C 0.813 -4.377 -2.567
C 0.124 -3.009 -2.401
O -0.138 -2.714 -1.123
C -1.209 -3.052 -3.212
F -1.802 -1.857 -3.339
F -1.082 -3.538 -4.458
F -2.093 -3.853 -2.595
C 1.029 -1.923 -3.042
F 1.154 -2.029 -4.375
F 0.561 -0.681 -2.801
F 2.266 -1.961 -2.545
H 0.151 -5.154 -2.191
H 1.715 -4.368 -1.961
H 1.052 -4.566 -3.611
N -2.414 -4.233 0.589
C -1.845 -3.058 0.964
N -1.026 -3.064 2.028
O -2.184 -1.992 0.431
H -1.972 -5.088 0.875
H -2.833 -4.242 -0.328
H -0.591 -3.901 2.377
H -0.586 -2.172 2.225

***

61
Properties=species:S:1:pos:R:3 method="wB97M-V/def2-TZVPD" charge=+1 largest_force_ha_per_bohr=0.0086 gap_ev="6.54 / 6.94" de_lowest_ev=0.0586 spin_multiplicity=5 energy_ha=-4124.1304 homo_ev="-9.5 / -10.9"
Ir 0.503 -0.510 -0.093
N -3.338 -1.197 -2.134
C -2.222 -0.659 -1.603
S -0.732 -1.555 -1.808
N -2.333 0.496 -1.006
N -1.173 0.901 -0.410
C -1.017 2.155 -0.148
C -2.017 3.207 -0.429
C -3.304 3.128 0.097
C -4.220 4.131 -0.168
C -3.867 5.205 -0.974
C -2.590 5.282 -1.510
C -1.664 4.289 -1.231
C 0.291 2.513 0.437
C 0.548 3.754 1.005
C 1.814 4.016 1.500
C 2.792 3.036 1.415
C 2.460 1.817 0.856
N 1.239 1.559 0.386
H -3.268 -1.972 -2.767
H -4.178 -0.643 -2.135
H -3.583 2.281 0.711
H -5.216 4.072 0.251
H -4.590 5.982 -1.185
H -2.314 6.113 -2.144
H -0.667 4.349 -1.651
H -0.239 4.493 1.058
H 2.034 4.976 1.945
H 3.797 3.207 1.772
H 3.178 1.014 0.758
S 2.667 -0.764 -1.532
C 3.099 -2.364 -1.056
N 3.895 -2.582 -0.016
C 4.302 -3.910 0.439
C 4.298 -4.863 -0.744
C 2.948 -4.797 -1.436
N 2.638 -3.402 -1.746
H 4.219 -1.761 0.465
H 3.616 -4.255 1.218
H 5.295 -3.826 0.876
H 4.495 -5.878 -0.407
H 5.085 -4.580 -1.445
H 2.164 -5.211 -0.796
H 2.950 -5.357 -2.369
H 2.042 -3.175 -2.526
C -0.679 -1.286 4.099
Ge -0.824 -2.360 2.477
C -0.772 -4.269 2.883
C -2.491 -1.942 1.556
C 0.776 -1.953 1.372
H -1.470 -1.547 4.802
H -0.771 -0.224 3.866
H 0.280 -1.449 4.590
H -1.573 -4.529 3.575
H 0.177 -4.551 3.338
H -0.910 -4.854 1.972
H -3.335 -2.172 2.208
H -2.591 -2.532 0.644
H -2.547 -0.887 1.289
H 1.106 -2.862 0.859
H 1.571 -1.604 2.042